1.
90
Properties=species:S:1:pos:R:3 method="wB97M-V/def2-TZVPD" charge=-1 energy_ha=-5996.12353 gap_ha="0.178 / 0.169" homo_energy_ev="-3.6 / -3.6" spin_multiplicity=2 e_above_lowest_kcal_mol=160.5 s2=1.13
Hg -0.0877 -0.2087 -0.4421
I -1.7489 2.9216 -8.9111
C -1.1801 1.6148 -7.3358
C -2.1330 0.8285 -6.7144
C -1.7714 0.0279 -5.6541
C -0.4520 -0.0226 -5.1612
C 0.4761 0.8099 -5.8189
C 0.1277 1.6060 -6.8869
C -0.1371 -0.6744 -3.9133
C -1.1924 -1.2996 -3.1665
C -2.1330 -2.2409 -3.6944
C -2.9894 -2.5594 -2.6858
C -2.5946 -1.7937 -1.5429
C -3.3638 -1.5847 -0.4063
C -4.6953 -2.2351 -0.3915
C -4.8409 -3.6009 -0.1774
C -6.0905 -4.1947 -0.2328
C -7.1977 -3.4127 -0.5010
I -9.1075 -4.3204 -0.6498
C -7.0823 -2.0506 -0.7044
C -5.8303 -1.4679 -0.6394
C -3.0858 -0.6969 0.6550
N -1.9063 -0.0007 0.8166
C -2.0477 0.7350 1.9340
C -0.9296 1.5461 2.4497
C -0.9112 3.0112 2.2201
C -1.9837 3.6829 1.7893
C -2.1722 5.0540 2.2388
C -2.0956 5.2928 3.5480
I -2.4264 7.3079 4.2029
C -1.9207 4.3656 4.6612
C -0.8212 3.6625 4.9717
C 1.5201 0.7415 2.1211
C 2.7807 1.0002 2.6767
C 3.6695 0.8966 1.6257
C 2.9245 0.5459 0.4764
N 1.5966 0.4580 0.8036
C 3.4658 0.3104 -0.8083
C 2.7887 -0.1623 -1.9210
C 3.4003 -0.4348 -3.1916
C 2.3955 -0.6717 -4.0713
C 1.1585 -0.5482 -3.3474
N 1.4219 -0.3124 -2.0411
C 4.8415 0.8134 -1.0423
C 4.9845 2.1915 -1.1907
C 6.2046 2.7555 -1.5059
C 7.3015 1.9288 -1.6528
I 9.1738 2.7785 -2.1725
C 7.1942 0.5617 -1.4881
C 5.9627 0.0055 -1.1822
C -3.3110 0.5515 2.5061
C -3.9661 -0.3652 1.7095
N -1.4451 -1.0911 -1.8629
H -3.1646 0.8596 -7.0358
H -2.5485 -0.5313 -5.1603
H 1.4855 0.8813 -5.4508
H 0.8712 2.2421 -7.3463
H -2.1178 -2.6534 -4.6867
H -3.8101 -3.2523 -2.7184
H -3.9674 -4.2039 0.0244
H -6.1909 -5.2599 -0.0850
H -7.9508 -1.4487 -0.9297
H -5.7234 -0.4065 -0.8075
H -2.7980 3.1930 1.2729
H -2.4729 5.8256 1.5416
H -2.7765 4.3305 5.3291
H 0.2933 2.9321 6.6144
H 2.9764 1.2605 3.6996
H 4.7361 1.0268 1.6629
H 4.4598 -0.4741 -3.3754
H 2.4877 -0.9870 -5.0950
H 4.1156 2.8238 -1.0864
H 6.2914 3.8218 -1.6489
H 8.0598 -0.0716 -1.6072
H 5.8740 -1.0646 -1.0623
H -3.6694 1.0339 3.3945
H -4.9546 -0.7577 1.8621
Se -0.4744 -1.7498 3.6005
N 0.3035 0.8045 2.7140
C -0.2933 1.2875 3.7937
C 0.2680 3.6937 2.8044
C 0.3698 3.8093 4.1273
C -0.7360 2.8467 6.2378
C -1.0730 1.3861 6.0864
C -0.7532 0.6495 4.9890
N -0.9320 -0.6776 4.8813
H 1.0724 3.9509 2.1280
H 1.2788 4.1445 4.6143
H -1.4065 3.2730 6.9885
H -1.5098 0.8894 6.9366

2.
92
Properties=species:S:1:pos:R:3 method="wB97M-V/def2-TZVPD" energy_ha=-2862.83042 smiles="FC(F)(F)CCc1ccc2c(c1)Nc1ccccc1S2.CCOC(=O)OC.CCOC(=O)OC.CCOC(=O)OC.CCOC(=O)OC" gap_ha=0.310 homo_energy_ev=-8.1
F 4.8941 -2.5176 2.9465
C 4.9321 -2.0029 1.6113
F 4.0153 -2.6716 0.7707
F 6.2452 -2.3491 1.1273
C 4.7841 -0.3961 1.5691
C 3.5157 0.1492 2.3832
C 2.2272 0.4636 1.4908
C 2.2103 0.6444 -0.0418
C 0.9099 0.9112 -0.8878
C -0.4065 0.9957 -0.0901
C -0.4359 0.8370 1.4799
C 0.8612 0.5726 2.2691
N -1.7049 0.9423 2.2324
C -2.7706 0.0743 1.6915
C -3.5325 -0.8766 2.6471
C -4.6768 -1.7957 2.0709
C -5.0363 -1.7127 0.5546
C -4.2860 -0.7649 -0.4311
C -3.1437 0.1005 0.1600
S -2.0900 1.2604 -0.8625
H 4.8540 0.0092 0.4907
H 5.7417 -0.0061 2.0853
H 3.2041 -0.7019 3.1022
H 3.7706 1.0351 3.0811
H 3.1811 0.5557 -0.6394
H 0.9172 1.0169 -2.0244
H 0.7887 0.4683 3.4020
H -1.9847 1.9424 2.1316
H -3.3438 -0.9662 3.7700
H -5.2757 -2.5314 2.6947
H -5.8619 -2.3593 0.0926
H -4.5149 -0.6733 -1.5415
C 3.4653 3.1917 -6.8485
C 2.0497 2.7798 -7.2067
O 1.9661 1.3647 -7.4153
C 1.9141 0.6175 -6.3004
O 1.9210 1.0314 -5.1661
O 1.8765 -0.6742 -6.6664
C 1.9062 -1.5864 -5.5694
H 4.1733 2.8233 -7.5956
H 3.5473 4.2785 -6.7862
H 3.7683 2.7685 -5.8877
H 1.7609 3.2529 -8.1478
H 1.3317 3.1046 -6.4486
H 1.1274 -1.3570 -4.8391
H 2.8919 -1.5699 -5.0989
H 1.7258 -2.5880 -5.9618
C 5.1202 6.2633 5.7103
C 3.7048 5.8490 5.3541
O 3.6234 4.4337 5.1455
C 3.5744 3.6863 6.2608
O 3.5821 4.0997 7.3944
O 3.5383 2.3938 5.8943
C 3.5713 1.4815 6.9912
H 5.8278 5.8964 4.9621
H 5.2003 7.3503 5.7727
H 5.4253 5.8406 6.6706
H 3.4138 6.3217 4.4135
H 2.9874 6.1724 6.1134
H 2.7932 1.7096 7.7225
H 4.5575 1.4996 7.4602
H 3.3920 0.4795 6.5989
C -3.7682 -2.5392 9.5278
C -4.3335 -3.6170 8.6218
O -5.6361 -3.2550 8.1476
C -5.6585 -2.3741 7.1337
O -4.6961 -1.8844 6.5956
O -6.9402 -2.1152 6.8341
C -7.1055 -1.1173 5.8277
H -4.4706 -2.3063 10.3324
H -2.8204 -2.8598 9.9648
H -3.5963 -1.6111 8.9774
H -4.4524 -4.5427 9.1890
H -3.6617 -3.8342 7.7867
H -6.5240 -1.3528 4.9337
H -6.8238 -0.1389 6.2231
H -8.1608 -1.0891 5.5536
C 0.4516 -2.1443 -9.1156
C 0.0709 -2.9050 -10.3718
O -1.2649 -3.4152 -10.2763
C -2.2429 -2.5233 -10.5058
O -2.0916 -1.3599 -10.7898
O -3.4220 -3.1467 -10.3424
C -4.5522 -2.2866 -10.4742
H 0.2883 -2.7617 -8.2281
H 1.4995 -1.8410 -9.1497
H -0.1613 -1.2479 -8.9955
H 0.7290 -3.7692 -10.4866
H 0.1888 -2.2883 -11.2672
H -4.5224 -1.7309 -11.4138
H -4.5997 -1.6024 -9.6240
H -5.4484 -2.9082 -10.4701

3.
20
Properties=species:S:1:pos:R:3 method="wB97M-V/def2-TZVPD" energy_ha=-650.80751 smiles=C[Si](C)(C)c1nc[nH]n1 gap_ha=0.378 homo_energy_ev=-9.3 e_above_lowest_kcal_mol=68.5
C 1.4621 -1.7852 -0.3264
Si 0.7459 -0.0951 0.0891
C 1.3873 0.4211 1.7442
C 1.5199 1.2173 -1.0243
C -1.1539 -0.3524 -0.1258
N -2.2478 0.7761 0.8261
C -3.3381 0.5655 0.2641
N -3.2307 -0.3723 -0.7894
N -2.0123 -0.8207 -0.9341
H 2.0609 -2.1116 0.4958
H 0.8070 -2.5638 -0.5988
H 2.2121 -1.5549 -1.0943
H 1.5390 -0.3606 2.5084
H 2.3441 0.9174 1.7008
H 0.9731 1.3751 2.1278
H 1.9790 0.8946 -1.9556
H 0.8867 2.0014 -1.2871
H 2.4344 1.6792 -0.6227
H -4.4000 0.9821 0.3396
H -3.9686 -0.8132 -1.3375